Entry 1:
The following is a DFT calculation (ωB97M-V with the def2-TZVPD basis set) of a molecular structure, C16H38F6LiO12S2V in a non-equilibrium geometry.

Computed properties:
- Highest occupied orbital energy (spin up / spin down): -0.4219 / -0.4219 Eh
- Frontier orbital gap (spin up / spin down): 4.775 / 5.312 eV

```
! RIJCOSX wB97M-V def2-TZVPD def2/J DEFGRID3
* xyz 1 2
O 2.869 -1.318 -5.414
V 3.456 -0.836 -4.061
Li 2.584 -1.437 1.079
C 5.537 1.537 -0.572
F 6.361 1.931 -1.511
F 6.218 1.538 0.565
F 4.476 2.305 -0.467
S 4.986 -0.243 -0.993
O 6.212 -0.981 -1.180
O 4.211 -0.820 0.098
O 4.293 -0.115 -2.303
C -0.476 -2.103 -2.067
F 0.011 -3.274 -1.695
F -0.697 -2.151 -3.381
F -1.578 -1.879 -1.430
S 0.814 -0.746 -1.759
O 1.471 -1.162 -0.524
O 1.757 -0.876 -2.892
O 0.075 0.475 -1.668
C -1.091 -4.801 1.610
C -0.457 -4.515 2.945
O -1.494 -4.520 3.930
C -1.109 -3.953 5.171
C -2.000 -4.530 6.292
H -1.480 -5.817 1.599
H -1.841 -4.043 1.408
H -0.266 -4.770 0.892
H 0.288 -5.253 3.254
H 0.006 -3.519 2.940
H -0.093 -4.122 5.536
H -1.302 -2.880 5.098
H -1.892 -5.607 6.389
H -3.032 -4.248 6.077
H -1.772 -4.017 7.227
C 0.926 3.775 -0.924
C 0.117 3.559 0.339
C -1.266 4.193 0.254
O 0.026 2.115 0.407
H 1.942 3.388 -0.832
H 1.163 4.844 -1.042
H 0.393 3.511 -1.835
H 0.719 3.824 1.206
H -1.726 4.137 -0.728
H -1.033 5.207 0.592
H -1.922 3.757 1.007
H -0.163 1.662 -0.440
C -2.931 1.173 -1.527
C -4.477 1.027 -1.375
C -4.726 0.195 -0.105
O -4.931 2.316 -0.927
H -2.761 1.929 -2.301
H -2.538 0.209 -1.826
H -2.544 1.619 -0.613
H -4.953 0.564 -2.239
H -4.280 -0.803 -0.132
H -5.795 0.044 0.057
H -4.332 0.740 0.751
H -4.400 2.982 -1.376
C -1.602 -1.065 1.582
C -1.367 -0.253 2.879
O -0.144 0.467 2.614
H -1.879 -0.302 0.850
H -2.431 -1.774 1.627
H -0.708 -1.582 1.240
H -1.251 -0.899 3.744
H -2.117 0.520 3.045
H -0.296 1.036 1.843
C 3.552 3.390 -3.706
C 2.364 2.460 -3.855
O 2.686 1.325 -4.691
H 4.436 2.814 -3.426
H 3.396 4.121 -2.914
H 3.693 3.886 -4.666
H 1.490 3.008 -4.213
H 2.007 1.996 -2.936
H 2.621 1.635 -5.604
*
```

Results of the Mulliken charge analysis, in e, for atoms 1 through 4:
1 O -0.42
2 V 1.43
3 Li 0.93
4 C 0.57

Entry 2:
The following is a DFT calculation (ωB97M-V with the def2-TZVPD basis set) of 14 unconnected molecules or ions with the total composition C7H39NO13 in a non-equilibrium geometry.

Computed properties:
- Relative energy (zero: lowest compared OMol25 entry of this formula, charge and spin): 0.000 eV
- Highest occupied orbital energy (spin up / spin down): -0.4930 / -0.5012 Eh
- Frontier orbital gap (spin up / spin down): 9.685 / 6.915 eV

```
! RIJCOSX wB97M-V def2-TZVPD def2/J DEFGRID3
* xyz 1 2
C 2.067 -1.378 1.270
C 2.223 0.193 1.601
N -0.173 0.550 0.041
C 0.836 1.517 -0.074
C 1.981 1.252 0.590
C 3.137 2.268 0.301
C -0.289 2.825 -1.831
C 0.550 2.765 -0.796
H 2.527 -1.944 2.085
H 1.104 -1.805 1.586
H 2.397 -1.642 0.295
H 1.469 0.271 2.412
H 3.272 0.387 2.007
H -0.379 0.030 0.849
H -1.016 0.616 -0.530
H 3.757 2.318 1.176
H 2.792 3.311 0.155
H 3.777 1.973 -0.516
H -0.780 1.920 -2.247
H -0.565 3.780 -2.183
H 1.156 3.627 -0.570
H -4.662 -1.853 -0.081
H -3.348 -0.924 -0.248
O -4.231 -0.996 0.086
H -1.529 0.143 3.330
H -0.407 1.076 3.193
O -0.671 0.215 3.604
H -2.200 -3.188 -0.082
H -1.345 -2.316 0.967
O -1.836 -2.290 0.019
H 4.182 -3.290 -2.374
H 3.373 -1.913 -2.005
O 3.988 -2.641 -1.687
H -3.380 1.804 1.178
H -3.280 2.769 2.337
O -2.919 1.892 2.060
H -3.584 0.251 2.693
H -3.971 -0.885 1.949
O -3.365 -0.695 2.689
H -3.274 1.312 -1.056
H -4.517 2.236 -0.867
O -3.805 1.857 -0.386
H 5.125 -0.131 1.372
H 5.442 -0.353 -0.061
O 5.860 0.000 0.743
H -0.825 -0.896 -4.456
H -0.280 -1.653 -3.261
O -1.116 -1.298 -3.656
H -0.097 -2.578 -1.014
H 0.512 -1.220 -1.024
O 0.448 -2.016 -1.561
H -2.005 -0.451 -2.165
H -2.297 0.555 -3.216
O -2.384 0.494 -2.227
H -0.202 -2.105 3.031
H -1.720 -1.956 2.733
O -0.965 -2.576 2.562
H 2.378 0.810 -2.883
H 1.400 -0.320 -2.618
O 1.661 0.297 -3.240
*
```

Results of the natural (NBO) charge analysis, in e, for atoms 1 through 4:
1 C -0.62
2 C -0.52
3 N -0.70
4 C 0.22

Entry 3:
The following is a DFT calculation (ωB97M-V with the def2-TZVPD basis set) of 8 unconnected molecules or ions with the total composition C3H22O7S2 in a non-equilibrium geometry.

Computed properties:
- SMILES string: CCCSS.O.O.O.O.O.O.O
- Highest occupied orbital energy: -0.3307 Eh
- Frontier orbital gap: 8.968 eV

```
! RIJCOSX wB97M-V def2-TZVPD def2/J DEFGRID3
* xyz 0 1
C 2.488 -0.128 0.807
C 3.037 -0.999 -0.327
C 2.710 -0.267 -1.686
S 1.524 -0.858 -2.875
S -0.267 -0.851 -1.842
H 2.330 0.913 0.612
H 1.559 -0.482 1.255
H 3.294 -0.087 1.553
H 2.578 -1.998 -0.345
H 4.074 -1.269 -0.122
H 3.720 -0.196 -2.148
H 2.585 0.783 -1.413
H -0.521 -2.123 -1.537
O -1.993 -3.078 -0.370
H -2.538 -3.804 -0.039
H -1.711 -2.615 0.439
O -0.134 1.164 3.650
H -0.018 2.115 3.768
H -0.300 1.106 2.713
O -3.738 -0.632 0.350
H -3.278 -1.119 1.051
H -3.491 -1.146 -0.432
O -0.472 2.957 -1.878
H -1.294 3.135 -1.431
H -0.677 2.146 -2.343
O 1.231 2.996 0.213
H 1.835 3.751 0.177
H 0.704 3.036 -0.615
O -1.670 -2.045 2.167
H -1.684 -2.824 2.729
H -1.311 -1.324 2.686
O -3.023 1.613 -1.565
H -2.593 1.093 -0.884
H -2.955 1.038 -2.320
*
```

Results of the natural (NBO) charge analysis, in e, for atoms 1 through 4:
1 C -0.63
2 C -0.41
3 C -0.59
4 S 0.14